{
  "formula": "C4H14N3",
  "method": "the ωB97M-V functional and the def2-TZVPD basis",
  "e_tot_ha": -324.8253,
  "total_charge": 1,
  "fmax_ev_per_a": 0.74,
  "de_lowest_kcal_mol": 24.8,
  "symbols": ["N", "C", "N", "H", "H", "H", "H", "H", "C", "C", "C", "N", "H", "H", "H", "H", "H", "H", "H", "H", "H"],
  "xyz": [[-0.65737, -1.59324, -1.67242], [-0.26803, -0.44709, -2.16612], [-1.01764, 0.45685, -2.74030], [-1.59548, -1.74089, -1.32395], [0.05062, -2.17230, -1.24162], [0.78136, -0.19616, -2.06620], [-0.66352, 1.40299, -2.78836], [-1.97125, 0.34445, -3.05988], [0.78704, 0.70999, 0.62990], [0.15271, 0.27918, 1.94427], [-0.73159, -0.95106, 1.78095], [1.62010, 1.88926, 0.82667], [0.02225, 0.93330, -0.11897], [1.37529, -0.15304, 0.25768], [-0.43897, 1.11294, 2.32536], [0.94767, 0.11549, 2.67383], [-0.18158, -1.76774, 1.30307], [-1.60701, -0.69816, 1.17565], [-1.09378, -1.32491, 2.73615], [2.16086, 2.11478, -0.00212], [2.32832, 1.68538, 1.52641]]
}